105
Properties=species:S:1:pos:R:3:nbo_charge:R:1 method="wB97M-V/def2-TZVPD" spin_multiplicity=2 e_homo_ev="-5.61 / -5.59" charge=-1 orbital_gap_ev="6.4 / 5.9"
Tc -0.78 0.80 1.31 0.46
C -1.38 -1.86 5.49 -1.13
Si -0.38 -0.55 4.51 1.82
C 0.21 0.85 5.68 -1.13
C 1.18 -1.50 3.96 -1.13
N -1.33 0.04 3.19 -1.13
C -2.62 0.40 3.39 0.12
C -3.18 0.68 4.65 -0.21
C -4.51 1.03 4.79 -0.21
C -5.34 1.10 3.69 -0.25
C -4.83 0.84 2.43 -0.26
C -3.50 0.51 2.28 0.29
O -2.90 0.36 1.04 -0.54
C -3.69 0.05 -0.06 0.36
C -3.69 0.92 -1.14 -0.28
C -4.37 0.56 -2.30 -0.21
C -5.04 -0.65 -2.37 -0.21
C -5.06 -1.49 -1.27 -0.17
C -4.40 -1.14 -0.10 -0.26
H -1.17 -1.74 6.55 0.23
H -1.12 -2.88 5.22 0.23
H -2.45 -1.76 5.36 0.24
H 1.04 0.52 6.30 0.23
H -0.58 1.20 6.34 0.23
H 0.56 1.72 5.12 0.26
H 0.98 -2.56 3.80 0.22
H 1.92 -1.42 4.75 0.24
H 1.66 -1.11 3.06 0.23
H -2.54 0.66 5.51 0.20
H -4.89 1.25 5.78 0.21
H -6.38 1.37 3.80 0.21
H -5.45 0.91 1.55 0.23
H -3.14 1.85 -1.07 0.24
H -4.36 1.23 -3.15 0.22
H -5.54 -0.94 -3.28 0.23
H -5.57 -2.44 -1.33 0.23
H -4.41 -1.79 0.76 0.23
S 1.39 4.99 3.46 -0.81
Sb 1.06 3.90 1.50 1.00
S -1.28 3.07 1.67 -0.48
S 1.34 1.42 2.28 -0.34
N -0.38 -1.59 1.07 -0.80
C -1.04 -2.39 0.06 0.08
C -1.46 -1.80 -1.12 -0.18
C -2.03 -2.57 -2.12 -0.25
C -2.15 -3.93 -1.94 -0.21
C -1.74 -4.53 -0.77 -0.22
C -1.19 -3.76 0.24 -0.23
S -2.67 -4.92 -3.36 2.40
O -1.38 -5.17 -3.99 -1.02
O -3.31 -6.10 -2.79 -1.02
O -3.56 -4.04 -4.11 -1.03
H 0.63 -1.63 0.91 0.40
H -0.55 -2.00 1.99 0.41
H -1.34 -0.73 -1.23 0.19
H -2.37 -2.15 -3.05 0.24
H -1.84 -5.60 -0.68 0.24
H -0.88 -4.22 1.17 0.20
Te 2.84 0.43 0.72 0.53
C 4.71 0.56 1.81 -0.28
C 5.32 -0.59 2.30 -0.24
C 6.61 -0.53 2.80 -0.20
C 7.31 0.66 2.80 -0.20
C 6.70 1.82 2.33 -0.23
C 5.41 1.76 1.83 -0.16
H 4.78 -1.52 2.27 0.22
H 7.09 -1.43 3.17 0.21
H 8.33 0.69 3.15 0.21
H 7.25 2.75 2.33 0.22
H 4.95 2.66 1.44 0.21
C -0.08 0.99 -0.38 -0.29
Ge 0.92 1.15 -2.06 1.50
C 1.54 3.04 -2.06 -0.42
C 2.85 3.50 -2.06 -0.21
C 3.11 4.86 -2.08 -0.20
C 2.07 5.78 -2.08 -0.21
C 0.76 5.33 -2.07 -0.23
C 0.50 3.97 -2.07 -0.15
C 2.27 -0.33 -2.27 -0.43
C 1.74 -1.60 -2.40 -0.17
C 2.56 -2.70 -2.56 -0.20
C 3.94 -2.54 -2.62 -0.21
C 4.48 -1.27 -2.50 -0.21
C 3.66 -0.18 -2.33 -0.24
C -0.04 0.93 -3.78 -0.43
C -1.31 0.41 -3.95 -0.22
C -1.77 0.07 -5.22 -0.19
C -0.96 0.26 -6.32 -0.20
C 0.30 0.83 -6.17 -0.23
C 0.75 1.16 -4.90 -0.15
H 3.67 2.79 -2.06 0.21
H 4.14 5.20 -2.10 0.21
H 2.29 6.84 -2.08 0.21
H -0.06 6.04 -2.07 0.22
H -0.52 3.61 -2.07 0.21
H 0.67 -1.73 -2.39 0.23
H 2.13 -3.69 -2.64 0.23
H 4.58 -3.40 -2.77 0.21
H 5.55 -1.14 -2.53 0.21
H 4.11 0.80 -2.23 0.21
H -1.95 0.26 -3.10 0.22
H -2.74 -0.38 -5.34 0.22
H -1.30 -0.04 -7.31 0.21
H 0.93 1.01 -7.03 0.21
H 1.73 1.59 -4.77 0.20



96
Properties=species:S:1:pos:R:3:mulliken_charge:R:1 method="wB97M-V/def2-TZVPD" spin_multiplicity=2 e_homo_ev="-18.74 / -18.76" charge=+4 orbital_gap_ev="4.2 / 6.2"
V -0.54 0.91 0.97 -0.60
C 2.91 0.36 0.00 -1.18
P 1.24 -0.38 -0.07 1.99
C 1.22 -1.09 -1.75 -1.62
C 1.43 -1.81 1.05 1.12
C 2.00 -3.00 0.60 -1.07
C 2.30 -4.00 1.51 -0.92
C 2.01 -3.83 2.86 -0.98
C 1.43 -2.66 3.31 -1.07
C 1.13 -1.64 2.41 -0.16
P 0.44 -0.05 2.98 1.44
C -0.66 -0.43 4.38 -1.58
C 1.85 0.73 3.85 -1.21
H 3.63 -0.47 0.04 0.68
H 3.05 0.99 0.88 0.18
H 3.09 0.95 -0.90 0.41
H 2.26 -1.33 -2.01 0.71
H 0.84 -0.39 -2.48 0.07
H 0.62 -2.00 -1.78 0.44
H 2.24 -3.15 -0.44 0.43
H 2.77 -4.91 1.17 0.51
H 2.25 -4.62 3.56 0.48
H 1.21 -2.54 4.36 0.50
H -1.30 -1.27 4.16 0.37
H -1.26 0.44 4.63 0.46
H -0.04 -0.66 5.25 0.72
H 2.31 -0.06 4.46 0.66
H 1.49 1.52 4.51 0.43
H 2.61 1.12 3.18 0.23
O -2.26 2.58 0.44 1.07
C -3.58 2.13 0.31 -0.05
C -4.70 2.89 0.63 -0.81
C -5.96 2.38 0.34 -0.82
C -6.11 1.14 -0.26 -1.09
C -5.00 0.33 -0.46 -0.33
C -3.73 0.82 -0.16 0.18
P -2.32 -0.32 -0.07 2.32
C -2.84 -1.31 1.37 1.31
C -3.27 -0.55 2.47 -0.82
C -3.87 -1.17 3.56 -0.86
C -4.01 -2.55 3.57 -0.63
C -3.55 -3.31 2.51 -0.87
C -2.97 -2.70 1.40 -0.68
C -2.29 -1.20 -1.64 0.99
C -1.77 -2.50 -1.77 -0.78
C -1.83 -3.14 -3.00 -0.71
C -2.36 -2.49 -4.10 -0.75
C -2.82 -1.18 -3.99 -0.88
C -2.79 -0.54 -2.77 -0.92
C -1.96 3.90 0.08 0.45
C -2.83 4.84 -0.46 -1.10
C -2.40 6.15 -0.62 -0.95
C -1.11 6.54 -0.28 -0.98
C -0.20 5.59 0.14 -0.33
C -0.63 4.27 0.31 0.45
P 0.59 2.95 0.50 1.40
C 1.23 2.94 -1.21 1.09
C 2.27 3.74 -1.67 -0.92
C 2.60 3.72 -3.01 -0.84
C 1.90 2.92 -3.90 -0.88
C 0.82 2.16 -3.45 -0.71
C 0.49 2.17 -2.11 -1.10
C 1.59 3.55 1.87 0.96
C 0.82 3.81 3.02 -0.85
C 1.39 4.41 4.12 -0.84
C 2.74 4.74 4.09 -0.70
C 3.51 4.46 2.97 -0.91
C 2.95 3.85 1.86 -0.35
H -4.60 3.85 1.11 0.82
H -6.83 2.97 0.59 0.53
H -7.09 0.78 -0.53 0.53
H -5.12 -0.66 -0.86 0.60
H -3.18 0.53 2.47 0.37
H -4.24 -0.58 4.38 0.52
H -4.49 -3.04 4.41 0.47
H -3.65 -4.39 2.52 0.53
H -2.66 -3.32 0.58 0.44
H -1.34 -3.01 -0.92 0.35
H -1.46 -4.15 -3.09 0.53
H -2.40 -2.99 -5.06 0.48
H -3.21 -0.67 -4.86 0.53
H -3.17 0.47 -2.69 0.51
H -3.83 4.57 -0.78 0.75
H -3.09 6.88 -1.01 0.48
H -0.81 7.57 -0.37 0.53
H 0.82 5.86 0.36 0.47
H 2.80 4.40 -0.99 0.46
H 3.41 4.34 -3.38 0.52
H 2.17 2.90 -4.94 0.47
H 0.25 1.58 -4.16 0.63
H -0.39 1.61 -1.75 0.94
H -0.24 3.56 3.01 0.36
H 0.79 4.64 4.99 0.53
H 3.20 5.21 4.95 0.51
H 4.56 4.74 2.95 0.52
H 3.56 3.63 0.99 0.41



Sequential energy output: -183353.649 -113267.240 eV